Run i
Here is an isolated ion of composition C5H9IN and charge +1 from the Open Molecules 2025 dataset. Energies are from ωB97M-V/def2-TZVPD.

Geometry (Å):
C -1.37546 1.80226 0.03687
C -1.30406 -1.53150 -0.35318
C 0.11495 1.46714 -0.00925
C 0.38151 0.35172 -0.92673
C 0.75165 -1.48300 0.86400
N 0.07479 -1.11877 -0.43219
I -2.53272 0.09333 0.11894
H -1.78130 2.51044 0.68296
H 0.58614 2.45945 -0.39363
H 0.51179 1.39139 0.95549
H -0.15814 0.44979 -1.85393
H 1.49115 0.20253 -1.30489
H 0.31746 -2.36645 1.11430
H 1.87415 -1.59169 0.82453
H 0.52328 -0.74360 1.81642
H 0.52481 -1.89302 -1.13971

Computed properties:
HOMO level (spin up / spin down) = -0.4760 / -0.4468 Eh
Kohn-Sham gap (spin up / spin down) = 8.96 / 7.17 eV
Charge = +1

Atom charges from the Mulliken analysis, given in e for atoms 1 to 2: C -0.589; C -0.551

---

Run ii
Here is an isolated ion of composition C5H9IN and charge +1 from the Open Molecules 2025 dataset. Energies are from ωB97M-V/def2-TZVPD.

Geometry (Å):
C 0.74892 0.15640 -3.11528
C -0.19063 0.56729 -0.85519
C 0.04910 1.83726 -0.23024
C -0.56097 -1.33961 0.71777
C -1.23299 -0.36373 -0.28841
N 0.37258 0.24320 -1.92424
I -0.42803 0.87968 -4.65692
H 1.68270 -0.52009 -3.31948
H 0.79533 1.64650 0.55472
H -0.87066 2.34807 0.09296
H 0.57038 2.47565 -1.02790
H 0.37553 -1.68367 0.16664
H -1.25847 -2.17741 0.83107
H -0.10442 -0.76803 1.57809
H -1.95306 0.18489 0.27343
H -1.74207 -0.89867 -1.09236

Computed properties:
HOMO level = -0.5266 Eh
Kohn-Sham gap = 9.64 eV
Charge = +1

Atom charges from the Mulliken analysis, given in e for atoms 1 to 2: C -0.185; C 0.365

---

So which one wins? Going from most stable to least: run ii, run i.

---

Run i
Here is the molecule C2H4N2S from the Open Molecules 2025 dataset. Energies are from ωB97M-V/def2-TZVPD.

Geometry (Å):
C 1.64441 -0.72472 0.01625
C -1.65335 0.49108 -0.06429
H 2.30675 0.10973 0.30190
H 2.05588 -1.68920 -0.01340
H 0.25629 1.25134 0.00365
H -1.99298 1.54363 0.01591
N 0.38291 -0.66627 -0.17638
N -0.31000 0.44778 -0.07097
S -2.68990 -0.76337 -0.01267

Computed properties:
HOMO level = -0.3101 Eh
Kohn-Sham gap = 8.59 eV

Atom charges from the Mulliken analysis, given in e for atoms 1 to 2: C -0.273; C -0.148

---

Run ii
Here is a 2-piece molecular cluster, C2H4N2S overall from the Open Molecules 2025 dataset. Energies are from ωB97M-V/def2-TZVPD.

Geometry (Å):
C -1.18353 1.42957 -0.03949
C 0.97250 -0.39429 -0.04957
N -1.14577 0.21483 -0.03332
N 0.73905 -1.67178 -0.08200
S 2.02397 0.75113 -0.05971
H -2.17293 2.01783 0.28468
H -0.34820 2.02671 -0.36720
H -0.17671 -1.91036 0.09991
H 1.29162 -2.46365 0.24670

Computed properties:
HOMO level (spin up / spin down) = -0.2901 / -0.2899 Eh
Kohn-Sham gap (spin up / spin down) = 8.13 / 8.12 eV

Atom charges from the Mulliken analysis, given in e for atoms 1 to 2: C -0.162; C 0.425

---

So which one wins? Going from most stable to least: run i, run ii.

---

Run i
Here is the molecule C2H4N2S from the Open Molecules 2025 dataset. Energies are from ωB97M-V/def2-TZVPD.

Geometry (Å):
C 0.94396 0.62112 0.12569
C -3.03894 0.19055 -0.00911
N -0.63164 0.24941 0.41097
N -1.83194 0.20161 0.07266
S 1.58891 -0.08723 -1.34110
H 1.09852 1.65789 -0.02841
H 1.26929 0.19034 1.01588
H -3.94410 -0.39061 -0.41424
H 1.83482 -1.20441 -0.53426

Computed properties:
HOMO level = -0.3002 Eh
Kohn-Sham gap = 8.87 eV

Atom charges from the Mulliken analysis, given in e for atoms 1 to 2: C -0.338; C -0.230

---

Run ii
Here is a 2-piece molecular cluster, C2H4N2S overall from the Open Molecules 2025 dataset. Energies are from ωB97M-V/def2-TZVPD.

Geometry (Å):
C 2.15644 -0.91406 0.56941
C -1.41633 0.67137 0.28824
N 2.70495 -1.58258 1.32154
N 0.81031 0.00411 -1.04941
S -0.65197 -0.54264 -0.87897
H -1.70392 0.14605 1.17482
H -2.34516 0.96703 -0.18890
H -0.94594 1.63145 0.46361
H 1.39163 -0.38073 -1.70035

Computed properties:
HOMO level (spin up / spin down) = -0.3475 / -0.3599 Eh
Kohn-Sham gap (spin up / spin down) = 7.45 / 7.90 eV

Atom charges from the Mulliken analysis, given in e for atoms 1 to 2: C -0.043; C -0.764

---

So which one wins? Going from most stable to least: run ii, run i.

---

Run i
Here is the molecule C2H2ClNO2 from the Open Molecules 2025 dataset. Energies are from ωB97M-V/def2-TZVPD.

Geometry (Å):
C 0.98555 -0.16653 0.21977
C -0.39641 -0.29741 -0.46474
N -1.16095 0.93249 -0.45898
O 2.06054 -0.41770 -0.35273
O -1.28697 1.48197 0.60782
Cl 0.83802 0.15106 1.86921
H -0.19651 -0.68741 -1.58768
H -0.84327 -0.99647 0.16733

Computed properties:
HOMO level (spin up / spin down) = -0.3565 / -0.3565 Eh
Kohn-Sham gap (spin up / spin down) = 8.93 / 8.93 eV

Atom charges from the Mulliken analysis, given in e for atoms 1 to 2: C 0.446; C -0.228

---

Run ii
Here is the molecule C2H2ClNO2 from the Open Molecules 2025 dataset. Energies are from ωB97M-V/def2-TZVPD.

Geometry (Å):
C -0.96510 1.17953 -0.05901
C -0.64874 -1.31161 0.11518
N -1.58912 0.00128 0.03254
O -1.45222 2.23094 0.10552
O -1.19817 -2.33543 -0.05112
Cl -3.29983 -0.10431 -0.03003
H 0.02982 0.89309 -0.42570
H 0.33788 -0.90564 0.16293

Computed properties:
HOMO level = -0.3757 Eh
Kohn-Sham gap = 10.44 eV

Atom charges from the Mulliken analysis, given in e for atoms 1 to 2: C 0.219; C 0.236

---

So which one wins? Going from most stable to least: run ii, run i.

---

Run i
Here is a 2-piece molecular cluster, C2H2ClNO2 overall from the Open Molecules 2025 dataset. Energies are from ωB97M-V/def2-TZVPD.

Geometry (Å):
C -0.09931 -0.74024 -0.07836
C -0.83751 0.32602 -0.46615
N 1.61341 1.39762 0.73182
O 0.81870 -0.99493 0.78411
O 1.82446 0.43044 1.27494
Cl -2.09559 -0.11287 -1.52863
H -0.36889 -1.60795 -0.71073
H -0.85528 1.30190 -0.00701

Computed properties:
HOMO level (spin up / spin down) = -0.3062 / -0.3062 Eh
Kohn-Sham gap (spin up / spin down) = 6.59 / 6.59 eV

Atom charges from the Mulliken analysis, given in e for atoms 1 to 2: C -0.017; C -0.218

---

Run ii
Here is the molecule C2H2ClNO2 from the Open Molecules 2025 dataset. Energies are from ωB97M-V/def2-TZVPD.

Geometry (Å):
C 0.41720 0.63374 -0.47429
C -0.19585 -0.51785 0.15900
N 0.83641 -1.88994 -0.45228
O 1.40510 1.13719 -0.05784
O 1.72164 -2.23157 0.19836
Cl -1.83769 -1.00460 -0.07968
H -0.00612 1.16535 -1.30129
H 0.11330 -0.64504 1.18893

Computed properties:
HOMO level (spin up / spin down) = -0.3382 / -0.3382 Eh
Kohn-Sham gap (spin up / spin down) = 8.36 / 8.36 eV

Atom charges from the Mulliken analysis, given in e for atoms 1 to 2: C -0.088; C -0.023

---

Run iii
Here is the molecule C2H2ClNO2 from the Open Molecules 2025 dataset. Energies are from ωB97M-V/def2-TZVPD.

Geometry (Å):
C -0.11523 -0.48814 -0.04607
C -1.14182 0.36559 0.02505
N 1.36412 0.00231 0.05648
O 1.54076 1.19257 0.10593
O 2.19932 -0.87315 -0.12816
Cl -2.72973 -0.07194 0.00138
H -0.14614 -1.58311 0.13245
H -0.97128 1.45587 -0.14706

Computed properties:
HOMO level = -0.3937 Eh
Kohn-Sham gap = 10.13 eV

Atom charges from the Mulliken analysis, given in e for atoms 1 to 2: C -0.305; C -0.036

---

So which one wins? Going from most stable to least: run ii, run iii, run i.

---

Run i
Here is a 2-piece molecular cluster, C2H4O4 overall from the Open Molecules 2025 dataset. Energies are from ωB97M-V/def2-TZVPD.

Geometry (Å):
O 1.47636 2.94618 0.14131
C 0.80593 1.98414 0.40098
O 1.11924 0.70711 0.00368
H 0.30599 2.12408 1.38562
H 2.08289 0.84481 -0.01392
O -1.27294 -0.54591 -1.40946
C -1.14351 -1.31344 -0.50794
O -1.69916 -2.53260 -0.49006
H -0.37598 -1.17533 0.27415
H -1.29881 -3.03903 0.21563

Computed properties:
HOMO level = -0.3961 Eh
Kohn-Sham gap = 11.20 eV

Atom charges from the Mulliken analysis, given in e for atoms 1 to 2: O -0.438; C 0.220

---

Run ii
Here is the molecule C2H4O4 from the Open Molecules 2025 dataset. Energies are from ωB97M-V/def2-TZVPD.

Geometry (Å):
C -0.10412 -0.85708 1.00754
C -0.70778 0.60512 -0.70068
O 1.46062 0.70282 0.01095
O 0.41765 1.40777 -0.65415
O -0.96859 0.06276 0.61443
O 0.63836 -1.54691 0.27844
H 1.49006 -0.43371 -0.30873
H -0.10759 -0.93621 2.09833
H -0.57126 -0.24729 -1.37707
H -1.54735 1.24274 -0.96908

Computed properties:
HOMO level = -0.3714 Eh
Kohn-Sham gap = 10.86 eV

Atom charges from the Mulliken analysis, given in e for atoms 1 to 2: C 0.324; C -0.222

---

So which one wins? Going from most stable to least: run i, run ii.

---

Run i
Here is an isolated ion of composition C5H11NO and charge +1 from the Open Molecules 2025 dataset. Energies are from ωB97M-V/def2-TZVPD.

Geometry (Å):
C 0.11989 -0.12388 -2.04559
N -0.74937 0.30743 -0.90359
C -1.84334 -0.64741 -0.84153
C 0.81713 1.74224 0.65745
C -0.11048 0.41015 0.44919
C 0.59974 -0.85598 1.00044
O 1.29010 -0.92081 2.04103
H 1.00964 0.56415 -1.95840
H -0.30564 0.20278 -2.99042
H 0.53912 -1.23374 -1.98519
H -2.04885 -0.56834 0.25030
H -2.69478 -0.35116 -1.53988
H -1.61277 -1.67874 -1.09414
H 1.69204 1.97739 -0.02974
H 0.18253 2.62815 0.86336
H 1.14661 1.62643 1.74224
H -0.92965 0.61302 1.01388
H 0.44904 -1.71626 0.40508

Computed properties:
HOMO level (spin up / spin down) = -0.5607 / -0.5537 Eh
Kohn-Sham gap (spin up / spin down) = 10.96 / 6.55 eV
Charge = +1
2S+1 = 2

Atom charges from the Mulliken analysis, given in e for atoms 1 to 2: C -0.782; N 0.190

---

Run ii
Here is an isolated ion of composition C5H11NO and charge +1 from the Open Molecules 2025 dataset. Energies are from ωB97M-V/def2-TZVPD.

Geometry (Å):
C -1.19124 -2.22761 -0.60836
C -0.76817 -1.36966 0.57324
C 0.57381 -0.69801 0.31293
C 0.41184 0.67893 -0.35440
C 0.86090 1.82322 0.54112
N 0.75213 3.10028 -0.01108
O 1.35249 1.78082 1.65266
H -2.15329 -2.72670 -0.53731
H -0.41096 -2.96984 -0.81086
H -1.31523 -1.64045 -1.52670
H -1.59024 -0.71917 0.87528
H -0.66666 -2.02575 1.44528
H 1.24638 -0.59010 1.15621
H 1.10125 -1.31285 -0.40521
H 0.97458 0.80938 -1.26822
H -0.62754 0.91045 -0.59946
H 1.23478 3.88789 0.42361
H 0.21518 3.28919 -0.85875

Computed properties:
HOMO level (spin up / spin down) = -0.5555 / -0.5552 Eh
Kohn-Sham gap (spin up / spin down) = 10.74 / 5.64 eV
Charge = +1
2S+1 = 2

Atom charges from the Mulliken analysis, given in e for atoms 1 to 2: C -1.246; C -0.523

---

Run iii
Here is a 2-piece molecular cluster, C5H11NO overall from the Open Molecules 2025 dataset. Energies are from ωB97M-V/def2-TZVPD.

Geometry (Å):
C 1.78719 -0.51063 -1.21739
O 0.85756 0.39550 -1.83083
C 1.69213 -1.86148 -1.88283
H 2.81942 -0.14501 -1.33758
H 1.56806 -0.58235 -0.14765
H 0.81394 1.18197 -1.28226
H 2.06436 -1.79526 -2.90375
H 2.27115 -2.59710 -1.32584
H 0.64490 -2.17830 -1.91172
C -1.55171 0.20310 2.11068
C -2.87252 0.22798 1.72942
C -0.56604 1.99530 1.03943
N -0.68961 1.26702 2.08308
H -1.09710 -0.71381 2.47631
H -3.33388 1.15222 1.39472
H -3.49359 -0.64850 1.85544
H 0.02181 2.90913 1.10231
H -0.93606 1.70023 0.04844

Computed properties:
HOMO level (spin up / spin down) = -0.4952 / -0.4951 Eh
Kohn-Sham gap (spin up / spin down) = 7.82 / 4.57 eV
Charge = +1
2S+1 = 2

Atom charges from the Mulliken analysis, given in e for atoms 1 to 2: C -0.023; O -0.500

---

So which one wins? Going from most stable to least: run ii, run iii, run i.